55
Properties=species:S:1:pos:R:3 method="wB97M-V/def2-TZVPD" orbital_gap_ev=8.62 total_charge=0 lumo_ev=0.302 largest_force_ev_per_a=2.61 e_tot_ha=-1604.62909 de_lowest_kcal_mol=32.9 smiles="CNC(=O)[C@H](Cc1ccc(O)cc1)NC(C)=O.S=CNCCc1ccccc1"
C 0.415 -3.836 3.360
N 0.582 -2.853 4.431
C 0.002 -1.653 4.539
O 0.245 -0.953 5.515
C -0.934 -1.139 3.429
C -0.107 -0.355 2.395
C -0.847 0.022 1.127
C -1.247 -0.987 0.230
C -1.925 -0.647 -0.956
C -2.188 0.704 -1.256
O -2.825 1.022 -2.412
C -1.773 1.718 -0.365
C -1.108 1.374 0.828
N -1.975 -0.274 4.003
C -3.269 -0.182 3.698
C -3.894 -1.127 2.693
O -3.971 0.649 4.252
H 0.623 -3.386 2.388
H 1.109 -4.664 3.514
H -0.604 -4.230 3.370
H 1.190 -3.093 5.200
H -1.396 -1.993 2.939
H 0.750 -0.963 2.103
H 0.290 0.544 2.869
H -1.036 -2.025 0.447
H -2.245 -1.412 -1.649
H -3.054 1.952 -2.457
H -1.972 2.754 -0.591
H -0.803 2.148 1.519
H -1.674 0.341 4.745
H -3.491 -0.927 1.705
H -4.969 -0.954 2.677
H -3.703 -2.157 2.986
S 0.293 3.025 -6.741
C 1.181 3.414 -5.385
N 1.099 2.690 -4.197
C 0.306 1.461 -4.010
C 1.232 0.244 -3.940
C 2.233 0.387 -2.817
C 1.809 0.337 -1.482
C 2.723 0.491 -0.435
C 4.077 0.694 -0.717
C 4.512 0.741 -2.045
C 3.594 0.589 -3.090
H 1.858 4.261 -5.437
H 1.757 2.932 -3.458
H -0.424 1.319 -4.813
H -0.261 1.548 -3.080
H 1.748 0.127 -4.899
H 0.631 -0.657 -3.780
H 0.760 0.182 -1.256
H 2.379 0.455 0.594
H 4.789 0.813 0.094
H 5.565 0.896 -2.266
H 3.943 0.629 -4.118

56
Properties=species:S:1:pos:R:3 method="wB97M-V/def2-TZVPD" orbital_gap_ev=9.10 total_charge=0 lumo_ev=0.517 largest_force_ev_per_a=0.54 e_tot_ha=-1356.96785 de_lowest_kcal_mol=31.0
C 3.128 -2.205 0.400
C 1.916 -2.506 -0.488
C 0.949 -1.365 -0.435
N -0.014 -1.421 0.471
C -0.291 -2.494 1.354
C -0.897 -3.638 0.832
C -1.188 -4.728 1.615
C -0.873 -4.704 2.977
O -1.180 -5.820 3.681
C -0.891 -5.851 5.060
C -0.293 -3.566 3.511
C -0.002 -2.449 2.721
O 0.579 -1.435 3.416
C 0.656 -0.124 2.897
C 1.064 -0.228 -1.260
C 2.103 -0.141 -2.266
O 2.994 -0.937 -2.491
N 2.042 1.004 -3.048
C 1.171 2.057 -2.969
O 1.258 2.995 -3.726
N 0.223 1.950 -1.975
C -0.746 3.044 -1.809
C -1.618 3.219 -3.051
C -2.672 4.289 -2.780
C -2.004 5.608 -2.401
C -1.115 5.424 -1.176
C -0.057 4.357 -1.443
C 0.124 0.864 -1.119
O -0.768 0.880 -0.261
H 3.817 -3.044 0.369
H 3.647 -1.322 0.037
H 2.824 -2.046 1.433
H 1.428 -3.413 -0.132
H 2.263 -2.652 -1.509
H -0.630 -0.590 0.468
H -1.135 -3.650 -0.221
H -1.654 -5.607 1.203
H -1.216 -6.830 5.406
H 0.181 -5.737 5.247
H -1.440 -5.074 5.601
H -0.040 -3.488 4.555
H -0.321 0.243 2.574
H 1.008 0.486 3.729
H 1.370 -0.045 2.074
H 2.754 1.079 -3.767
H -1.382 2.735 -0.974
H -0.995 3.522 -3.893
H -2.098 2.270 -3.299
H -3.291 4.426 -3.668
H -3.321 3.963 -1.964
H -1.396 5.956 -3.238
H -2.765 6.365 -2.198
H -0.627 6.367 -0.923
H -1.728 5.123 -0.322
H 0.583 4.673 -2.267
H 0.565 4.210 -0.557

56
Properties=species:S:1:pos:R:3 method="wB97M-V/def2-TZVPD" orbital_gap_ev=9.63 total_charge=0 lumo_ev=0.484 largest_force_ev_per_a=1.27 e_tot_ha=-1356.90275 de_lowest_kcal_mol=71.8 smiles="COC(=O)C1(Cc2cc(-c3cccnc3)no2)CCN(C(=O)OC(C)(C)C)CC1"
C -0.574 0.484 -4.365
O 0.134 0.624 -3.139
C -0.539 0.282 -2.035
O -1.672 -0.116 -2.054
C 0.312 0.480 -0.779
C 1.657 -0.255 -0.983
C 1.451 -1.654 -1.441
C 1.445 -2.219 -2.683
C 1.143 -3.588 -2.440
C 1.004 -4.669 -3.401
C 1.021 -4.442 -4.776
C 0.884 -5.520 -5.634
C 0.734 -6.785 -5.086
N 0.716 -7.013 -3.783
C 0.847 -5.989 -2.966
N 0.993 -3.787 -1.150
O 1.180 -2.605 -0.530
C -0.452 -0.062 0.440
C -0.174 0.744 1.702
N -0.581 2.122 1.516
C -0.796 2.972 2.548
O -1.077 4.140 2.393
O -0.655 2.339 3.727
C -0.915 3.039 4.966
C 0.064 4.201 5.136
C -0.679 1.980 6.044
C -2.362 3.531 5.007
C -0.570 2.636 0.163
C 0.574 1.991 -0.608
H -0.922 -0.544 -4.484
H -1.440 1.149 -4.381
H 0.125 0.751 -5.153
H 2.246 0.275 -1.733
H 2.198 -0.262 -0.035
H 1.639 -1.736 -3.616
H 1.133 -3.442 -5.170
H 0.891 -5.380 -6.704
H 0.623 -7.658 -5.715
H 0.829 -6.205 -1.907
H -1.521 -0.030 0.224
H -0.186 -1.104 0.619
H 0.892 0.696 1.962
H -0.736 0.325 2.540
H 1.088 3.839 5.074
H -0.088 4.669 6.105
H -0.097 4.940 4.356
H -1.362 1.146 5.903
H -0.841 2.409 7.028
H 0.340 1.606 5.982
H -2.570 3.975 5.977
H -2.525 4.275 4.233
H -3.043 2.699 4.845
H -0.450 3.720 0.226
H -1.526 2.426 -0.333
H 0.689 2.464 -1.583
H 1.501 2.138 -0.051